1.
ORCA calculation (wB97M-V/def2-TZVPD) on 4 unconnected molecules or ions with the total composition C4H17NO3 at a distorted geometry.

Structure (XYZ):
```
25
Properties=species:S:1:pos:R:3:forces:R:3:lowdin_charge:R:1
C -2.263 -1.180 1.574 2.7 -1.4 0.7 -0.075
C -0.849 -1.256 0.791 -3.5 2.9 -0.9 -0.223
C 0.168 -0.449 1.501 1.1 -0.2 3.0 -0.302
N 0.939 0.444 0.720 -0.8 4.6 2.0 -0.103
C 1.872 1.535 1.223 0.0 -0.9 -3.0 -0.063
H -2.744 -0.314 1.228 -1.0 1.0 -0.5 0.042
H -2.785 -2.098 1.385 -0.7 -0.2 -0.2 0.053
H -2.157 -1.066 2.683 0.2 -0.3 -0.9 0.077
H -0.493 -2.196 0.555 0.3 -2.2 -0.3 0.071
H -1.131 -0.750 -0.186 0.6 -0.7 0.8 0.100
H -0.427 0.151 2.254 1.3 -0.6 -0.3 0.125
H 0.856 -1.243 1.986 -0.9 1.3 0.2 0.138
H 1.376 0.050 0.004 2.0 -2.2 -3.7 0.004
H 1.842 1.630 2.221 -0.8 0.3 3.8 0.016
H 2.935 1.261 1.098 -0.4 0.0 -0.6 0.082
H 1.729 2.580 0.806 -0.2 -1.4 0.0 0.091
O -0.453 1.955 -1.614 0.8 -0.8 1.8 -0.103
H -0.696 1.650 -0.693 0.0 0.4 -1.2 0.049
H 0.519 1.848 -1.472 -0.8 0.1 -0.6 0.028
O -0.897 -0.850 -2.960 -0.8 -0.7 -0.6 -0.118
H -0.776 -0.039 -2.416 -1.1 -0.3 -0.8 -0.003
H -1.814 -1.055 -3.334 2.0 1.3 1.3 0.082
O 1.966 -0.039 -2.192 1.1 1.8 -0.2 -0.034
H 1.496 -0.834 -2.070 -1.1 -1.5 -0.2 0.005
H 1.788 0.265 -3.093 -0.1 -0.3 0.2 0.061
```
Positions in Å, forces in eV/Å.

The value obtained for the energy relative to the best compared isomer or geometry (same formula, charge and spin) is 47.2 kcal per mole. For the LUMO energy, the calculation gives 0.74 eV. As for the SMILES: CCCNC.O.O.O. The orbital gap comes out at 9.37 eV. The largest force on an atom is 0.099 hartree/bohr. As for the HOMO energy: -8.62 eV. As for the total charge: 0. The value obtained for the electronic energy is -12054.7014 eV.

=====

2.
ORCA calculation (wB97M-V/def2-TZVPD) on 8 unconnected molecules or ions with the total composition C8H32N8O8 at a distorted geometry.

Structure (XYZ):
```
56
Properties=species:S:1:pos:R:3:forces:R:3:lowdin_charge:R:1
N -2.638 -3.708 -0.420 0.3 0.9 0.0 0.151
C -1.560 -3.108 0.220 -0.6 -0.4 0.1 -0.634
N -0.357 -3.739 0.207 -1.9 -0.2 0.0 0.200
O -1.729 -2.055 0.820 0.2 0.6 0.2 -0.003
H -2.584 -4.688 -0.612 -0.3 -0.2 -0.3 0.090
H -3.536 -3.194 -0.423 1.2 -0.8 0.2 0.126
H 0.357 -3.335 0.737 1.0 0.7 0.5 0.087
H -0.160 -4.491 -0.396 0.2 -0.7 -0.9 0.069
N 0.479 -3.956 -4.721 0.8 -0.3 -1.0 0.155
C -0.161 -3.793 -3.554 -1.1 0.6 2.2 -0.656
N -0.731 -2.521 -3.265 1.5 -0.9 -2.3 0.163
O -0.201 -4.718 -2.732 -0.1 0.8 -0.7 -0.012
H 0.696 -3.253 -5.428 -0.3 -0.4 0.7 0.116
H 0.937 -4.862 -4.751 0.0 0.5 -0.3 0.117
H -1.549 -2.572 -2.707 -0.7 0.0 0.6 0.069
H -0.844 -1.954 -4.119 -0.1 -0.2 0.9 0.111
N 2.156 2.013 1.854 0.0 -2.0 1.7 0.149
C 1.675 2.976 2.734 -1.1 0.4 -1.7 -0.708
N 1.057 4.050 2.135 0.7 2.6 -0.9 0.136
O 1.655 2.837 3.919 0.4 -0.5 1.8 0.051
H 1.909 1.103 2.299 0.8 0.8 -0.3 0.099
H 1.841 1.897 0.918 -0.4 1.0 -0.8 0.063
H 1.463 4.319 1.227 -0.5 -0.4 0.4 0.082
H 0.939 4.923 2.703 0.2 -1.6 -0.4 0.129
N -2.242 0.712 0.230 -0.1 -0.5 -1.9 0.185
C -1.510 1.341 -0.736 0.3 -3.0 -0.7 -0.651
N -1.084 2.592 -0.518 0.0 1.1 1.2 0.184
O -1.151 0.720 -1.754 -0.4 0.0 0.0 -0.037
H -2.384 -0.288 0.213 0.3 0.1 -0.5 0.068
H -2.501 1.129 1.065 -0.3 1.3 1.5 0.051
H -0.941 2.739 0.469 -0.3 0.8 0.3 0.055
H -0.261 2.821 -1.031 0.3 0.1 -0.6 0.076
C -1.894 2.488 3.668 -0.5 -0.3 -0.9 -0.118
O -1.503 2.360 2.300 0.3 -0.1 0.0 -0.211
H -1.007 2.554 4.298 -0.2 0.2 0.3 0.070
H -2.542 3.385 3.688 0.5 -0.4 0.4 0.089
H -2.521 1.613 3.935 0.3 0.4 0.2 0.083
H -0.863 1.622 2.175 -0.5 0.2 0.6 0.040
C -0.408 -0.827 3.441 0.9 0.1 0.6 -0.134
O -0.173 -0.066 2.269 0.6 -1.1 -0.9 -0.177
H -1.411 -1.177 3.537 -0.9 -0.4 -0.4 0.061
H 0.274 -1.729 3.559 -0.5 1.3 -0.1 0.105
H -0.312 -0.080 4.236 0.5 -0.5 0.3 0.081
H -0.134 -0.684 1.501 -0.4 0.6 0.5 0.069
C 2.409 3.108 -2.455 3.5 -1.7 -0.5 -0.178
O 2.247 3.702 -1.215 -0.9 0.4 1.0 -0.112
H 3.377 3.355 -2.962 -0.7 0.4 0.4 0.098
H 2.503 2.013 -2.406 -0.2 0.0 0.7 0.076
H 1.650 3.230 -3.145 -1.9 1.0 -1.1 0.051
H 2.976 4.263 -0.941 0.2 -0.2 -0.4 0.086
C 2.054 -1.640 -1.793 -0.8 0.1 0.3 -0.142
O 1.061 -1.213 -0.806 -0.4 0.1 -2.1 -0.179
H 2.991 -1.603 -1.238 0.1 -0.3 -0.3 0.071
H 1.811 -2.662 -2.183 0.4 0.7 0.5 0.061
H 2.118 -0.961 -2.682 -0.1 -0.3 0.8 0.080
H 0.255 -0.991 -1.358 0.9 -0.1 1.1 0.047
```
Positions in Å, forces in eV/Å.

The value obtained for the energy relative to the best compared isomer or geometry (same formula, charge and spin) is 7.8 kcal per mole. For the LUMO energy, the calculation gives 0.47 eV. As for the SMILES: NC(N)=O.NC(N)=O.NC(N)=O.NC(N)=O.CO.CO.CO.CO. The orbital gap comes out at 9.53 eV. The largest force on an atom is 0.076 hartree/bohr. As for the HOMO energy: -9.07 eV. As for the total charge: 0. The value obtained for the electronic energy is -37118.2627 eV.

=====

3.
ORCA calculation (wB97M-V/def2-TZVPD) on 2 unconnected molecules or ions with the total composition C4H5NO3 at a distorted geometry.

Structure (XYZ):
```
13
Properties=species:S:1:pos:R:3:forces:R:3:lowdin_charge:R:1
H 1.892 -1.284 0.492 -0.1 -0.1 -0.2 0.044
N 1.805 -0.748 -0.375 0.7 -0.4 0.7 0.153
C 0.729 -0.137 -0.514 -1.7 1.8 -1.2 -0.290
C 0.229 0.789 -1.535 -0.2 -0.1 -0.2 -0.061
C -0.798 0.562 -0.451 1.8 -2.2 0.3 -0.289
O -1.071 1.528 0.438 0.2 0.3 2.1 -0.007
H 0.675 1.777 -1.539 0.0 0.1 0.0 0.123
H 0.022 0.384 -2.519 -0.1 0.1 -0.1 0.114
H -1.569 -0.194 -0.607 0.0 0.2 -0.3 0.141
H -0.948 1.131 1.368 -0.4 0.9 -1.9 0.102
O -0.590 -0.277 2.291 0.5 -0.7 -0.9 0.169
C -0.293 -1.219 1.642 -0.8 -0.3 2.1 -0.416
O -0.083 -2.311 1.311 0.1 0.6 -0.5 0.218
```
Positions in Å, forces in eV/Å.

The value obtained for the energy relative to the best compared isomer or geometry (same formula, charge and spin) is 65.5 kcal per mole. For the LUMO energy, the calculation gives 0.37 eV. As for the SMILES: [H]/N=C1/C[C@@H]1O.O=C=O. The orbital gap comes out at 9.10 eV. The largest force on an atom is 0.055 hartree/bohr. As for the HOMO energy: -8.73 eV. As for the total charge: 0. The value obtained for the electronic energy is -11859.1617 eV.

=====

4.
ORCA calculation (wB97M-V/def2-TZVPD) on 12 unconnected molecules or ions with the total composition C2H30NO11 at a distorted geometry.

Structure (XYZ):
```
44
Properties=species:S:1:pos:R:3:forces:R:3:lowdin_charge:R:1
C -2.625 1.313 1.561 -1.7 -0.6 -1.8 -0.113
C -1.695 1.781 2.650 -0.7 -1.6 1.7 -0.197
N -0.361 1.671 2.012 0.9 1.5 1.4 0.115
H -2.219 1.413 0.508 -0.1 -0.1 1.3 0.096
H -3.073 0.304 1.587 1.1 0.3 0.5 0.076
H -3.537 1.851 1.510 -0.8 1.3 0.2 0.059
H -1.892 2.811 3.010 0.3 -0.5 -0.6 0.129
H -1.762 1.085 3.613 0.4 1.5 -2.2 0.165
H -0.442 1.943 1.030 0.1 -0.4 0.2 0.116
H -0.002 0.699 2.021 0.1 0.6 -0.2 0.094
H 0.325 2.368 2.404 -0.1 -1.1 -0.2 0.131
H 1.892 0.179 -3.389 1.1 0.4 -0.9 0.071
H 1.016 -1.014 -3.101 -0.2 -1.1 -0.4 0.029
O 1.227 -0.138 -2.808 -0.6 0.3 1.2 -0.001
H -2.021 -1.887 2.327 0.1 -1.3 0.3 0.046
H -0.675 -1.094 2.766 0.3 -1.3 0.0 -0.003
O -1.560 -1.073 2.401 -0.4 1.7 -0.3 -0.054
H -1.186 1.889 -3.618 0.1 0.0 0.1 0.057
H -0.151 0.726 -3.588 0.6 0.1 0.6 -0.028
O -0.847 1.131 -4.100 -0.8 0.0 -0.7 -0.043
H 1.607 -1.441 2.004 1.5 -1.1 -1.6 0.005
H 1.566 -0.901 3.468 0.6 -0.2 0.2 0.083
O 1.094 -1.020 2.650 -1.8 1.5 1.5 -0.004
H 2.054 -1.196 -0.714 0.7 -0.2 0.8 0.025
H 1.329 -2.359 -0.249 1.4 0.2 0.9 0.064
O 2.193 -1.887 -0.020 -2.1 -0.2 -1.6 -0.087
H 2.427 3.878 1.763 -0.5 0.6 0.2 0.067
H 2.783 2.495 1.856 0.9 -1.8 -0.2 -0.010
O 2.056 3.052 2.086 -0.5 1.3 0.0 -0.041
H -0.043 -0.640 -0.330 0.2 1.3 -0.3 0.016
H 0.576 0.825 -0.768 -0.3 -1.1 0.2 0.058
O 0.312 0.253 -0.021 0.1 0.1 -0.3 -0.108
H 2.873 0.262 0.982 -0.3 -1.1 -0.6 -0.007
H 4.403 0.730 0.747 -0.6 -0.5 -0.1 0.074
O 3.545 0.901 1.151 0.8 1.6 0.6 -0.026
H -0.604 -3.595 -3.106 -0.3 0.0 -0.2 0.068
H 0.868 -3.479 -3.380 0.4 -0.2 -0.1 0.070
O 0.041 -3.015 -3.522 0.3 0.2 0.0 -0.034
H -1.598 -0.623 -3.595 -1.4 -0.9 1.2 0.071
H -2.946 -1.043 -2.818 0.4 0.2 -0.5 0.075
O -2.014 -1.277 -2.936 -0.2 1.3 -1.8 -0.093
H -1.684 -1.914 -0.931 2.6 -0.1 -0.5 0.119
H -0.573 -1.989 -2.044 -0.4 0.0 0.6 -0.010
O -0.677 -1.975 -1.070 -1.4 -0.5 1.3 -0.118
```
Positions in Å, forces in eV/Å.

The value obtained for the energy relative to the best compared isomer or geometry (same formula, charge and spin) is 49.5 kcal per mole. For the LUMO energy, the calculation gives -2.59 eV. The orbital gap comes out at 11.36 eV. The largest force on an atom is 0.054 hartree/bohr. As for the HOMO energy: -13.95 eV. As for the total charge: +1. The value obtained for the electronic energy is -26567.9776 eV.

=====

5.
ORCA calculation (wB97M-V/def2-TZVPD) on 2 unconnected molecules or ions with the total composition C4H9O2 at a distorted geometry.

Structure (XYZ):
```
15
Properties=species:S:1:pos:R:3:forces:R:3:lowdin_charge:R:1
C -1.266 0.998 0.540 -1.2 0.5 0.0 -0.080
C 0.151 1.058 1.121 0.2 -0.3 0.6 -0.811
O 1.074 1.164 0.276 -0.2 0.2 0.2 -0.116
O 0.236 0.890 2.364 0.1 0.2 -0.3 -0.120
H -2.088 1.546 1.027 0.7 0.6 0.6 0.046
H -1.693 0.000 0.722 0.5 -0.2 -0.9 0.057
H -1.258 1.419 -0.472 -0.1 -0.9 -0.2 0.055
C -0.460 -1.794 -2.319 -1.2 -0.8 0.3 -0.179
C 0.612 -1.728 -1.251 1.1 0.9 0.1 -0.173
H -1.442 -1.467 -1.949 0.2 -0.1 0.3 0.053
H -0.394 -1.205 -3.228 0.9 -0.1 -0.2 0.051
H -0.599 -2.859 -2.549 -0.2 0.2 -0.5 0.051
H 0.199 -1.580 -0.255 0.0 -0.2 0.0 0.059
H 1.297 -0.888 -1.363 -0.3 0.3 0.0 0.054
H 1.309 -2.571 -1.240 -0.5 -0.3 -0.1 0.054
```
Positions in Å, forces in eV/Å.

The value obtained for the energy relative to the best compared isomer or geometry (same formula, charge and spin) is 13.2 kcal per mole. For the LUMO energy, the calculation gives 3.95 eV. The orbital gap comes out at 7.76 eV. The largest force on an atom is 0.030 hartree/bohr. As for the HOMO energy: -3.81 eV. As for the total charge: -1. The value obtained for the electronic energy is -8389.9213 eV.

=====

6.
ORCA calculation (wB97M-V/def2-TZVPD) on a single C4H6Cl2N2 molecule at a distorted geometry.

Structure (XYZ):
```
14
Properties=species:S:1:pos:R:3:forces:R:3:lowdin_charge:R:1
H -3.522 -0.267 0.214 -2.5 -3.1 2.3 -0.017
N -3.019 0.407 -0.207 0.8 0.7 -1.6 0.097
C -1.857 0.055 -0.532 3.2 1.7 1.2 -0.269
N -0.866 -0.971 -0.138 -4.6 -1.0 2.4 -0.026
C 0.479 -1.027 -0.465 2.5 0.0 -0.1 -0.207
C 1.501 -0.261 0.042 -0.2 -7.5 -4.2 -0.760
Cl 3.108 -0.897 -0.372 -0.1 0.2 -0.2 0.642
C 1.534 0.910 0.653 -0.5 7.7 6.1 -0.689
Cl 1.465 2.269 -0.501 0.0 0.6 -0.6 0.583
H -1.446 1.000 -0.895 1.6 -0.9 -1.0 0.098
H -1.223 -1.751 0.650 1.2 2.8 -3.1 0.219
H 0.855 -1.822 -1.179 -0.8 0.7 1.1 0.114
H 0.665 1.059 1.328 -0.1 -0.3 -0.7 0.100
H 2.326 1.297 1.401 -0.5 -1.7 -1.5 0.116
```
Positions in Å, forces in eV/Å.

The value obtained for the energy relative to the best compared isomer or geometry (same formula, charge and spin) is 61.5 kcal per mole. For the LUMO energy, the calculation gives -0.02 eV. As for the SMILES: [H]/N=C\N/C=C(/Cl)CCl. The orbital gap comes out at 9.42 eV. The largest force on an atom is 0.192 hartree/bohr. As for the HOMO energy: -9.44 eV. As for the total charge: 0. The value obtained for the electronic energy is -32267.0279 eV.

=====

What did the third record say?
ORCA calculation (wB97M-V/def2-TZVPD) on 2 unconnected molecules or ions with the total composition C4H5NO3 at a distorted geometry.

Structure (XYZ):
```
13
Properties=species:S:1:pos:R:3:forces:R:3:lowdin_charge:R:1
H 1.892 -1.284 0.492 -0.1 -0.1 -0.2 0.044
N 1.805 -0.748 -0.375 0.7 -0.4 0.7 0.153
C 0.729 -0.137 -0.514 -1.7 1.8 -1.2 -0.290
C 0.229 0.789 -1.535 -0.2 -0.1 -0.2 -0.061
C -0.798 0.562 -0.451 1.8 -2.2 0.3 -0.289
O -1.071 1.528 0.438 0.2 0.3 2.1 -0.007
H 0.675 1.777 -1.539 0.0 0.1 0.0 0.123
H 0.022 0.384 -2.519 -0.1 0.1 -0.1 0.114
H -1.569 -0.194 -0.607 0.0 0.2 -0.3 0.141
H -0.948 1.131 1.368 -0.4 0.9 -1.9 0.102
O -0.590 -0.277 2.291 0.5 -0.7 -0.9 0.169
C -0.293 -1.219 1.642 -0.8 -0.3 2.1 -0.416
O -0.083 -2.311 1.311 0.1 0.6 -0.5 0.218
```
Positions in Å, forces in eV/Å.

The value obtained for the energy relative to the best compared isomer or geometry (same formula, charge and spin) is 65.5 kcal per mole. For the LUMO energy, the calculation gives 0.37 eV. As for the SMILES: [H]/N=C1/C[C@@H]1O.O=C=O. The orbital gap comes out at 9.10 eV. The largest force on an atom is 0.055 hartree/bohr. As for the HOMO energy: -8.73 eV. As for the total charge: 0. The value obtained for the electronic energy is -11859.1617 eV.